(1)
35
Properties=species:S:1:pos:R:3 method="wB97M-V/def2-TZVPD" e_lumo_ev=-3.585 total_energy_ha=-2795.05209 homo_ev=-9.571
Cl -0.2729 -1.3865 3.9235
B -1.4573 -0.4063 2.9398
Cl -2.4287 -1.4816 1.6876
Cl -2.7963 0.3089 4.1733
O -0.6742 0.7325 2.3691
C -1.2579 1.8209 1.6955
C -0.2844 2.2726 0.6450
C -0.7863 2.8077 -0.5173
C 0.0895 3.5124 -1.3538
C 1.4560 3.6158 -1.0473
Cl 2.5274 4.5019 -2.0541
C 1.9453 2.9065 0.0644
C 1.0752 2.1933 0.8861
H -2.2690 1.6242 1.2982
H -1.8363 2.7256 -0.7732
H -0.2561 3.9763 -2.2855
H 3.0011 2.8992 0.2516
H 1.4322 1.6467 1.7477
C -1.7363 3.0314 2.5214
N -2.2805 4.0629 1.6290
N -3.0403 4.4476 0.8838
C -0.7330 3.7488 3.4326
C -0.3087 3.1251 4.6080
C 0.5656 3.7141 5.4857
C 1.0213 5.0085 5.2051
N 2.0634 5.5304 6.0109
O 2.4732 6.6939 5.7493
O 2.4922 4.8021 6.9495
C 0.5075 5.7425 4.1274
C -0.3652 5.1004 3.2614
H -2.5516 2.6593 3.3229
H -0.6851 2.1395 4.7984
H 0.9318 3.2063 6.3604
H 0.8385 6.7501 3.9628
H -0.7682 5.6652 2.4373

(2)
32
Properties=species:S:1:pos:R:3 method="wB97M-V/def2-TZVPD" e_lumo_ev=5.203 total_energy_ha=-1506.31321 homo_ev=1.482 charge=-2
C -1.0790 2.4071 1.5951
C -0.3280 3.1438 0.6386
C 1.0306 2.7139 0.7050
C 1.1139 1.6977 1.6959
C -0.1905 1.5009 2.2419
Be -0.3335 0.7965 0.0015
C -0.6965 1.6945 -2.2559
C -1.9532 1.6285 -1.7995
C -3.2442 1.7477 -1.5650
N -1.6409 -0.3011 0.0939
H 1.8552 3.0866 0.0939
H -0.7291 3.9114 -0.0273
H 2.0109 1.1435 1.9764
H -0.4622 0.7775 3.0119
H -2.1512 2.4928 1.7763
H -0.0995 2.6080 -2.1434
H -2.5134 -0.8233 0.2407
H -0.2601 0.8727 -2.8345
H -3.8852 2.2225 -2.3213
H -3.7029 1.3908 -0.6394
F 1.3339 -5.5835 0.6897
C 1.3788 -4.2741 0.3387
C 0.6589 -3.8222 -0.7726
F -0.0840 -4.6943 -1.4983
C 0.7095 -2.4728 -1.1396
F 0.0158 -2.0453 -2.2252
C 1.4824 -1.5722 -0.3933
S 1.5820 0.1474 -0.8852
C 2.2050 -2.0281 0.7192
F 2.9701 -1.1717 1.4411
C 2.1514 -3.3778 1.0840
F 2.8547 -3.8173 2.1569

(3)
44
Properties=species:S:1:pos:R:3 method="wB97M-V/def2-TZVPD" relative_energy_ev=1.3718 e_lumo_ev="3.770 / 3.769" total_energy_ha=-7034.14112 multiplicity=2 homo_ev="-1.044 / -3.406" charge=-2
Cs -0.5061 -0.2410 -0.6318
C 2.5833 -3.4574 2.2789
C 1.7741 -2.7763 1.1778
O 0.9421 -1.7560 1.7573
P 2.8804 -1.8830 0.0117
O 3.9600 -2.9946 -0.3977
O 3.7374 -0.8999 0.8716
O 2.1538 -1.2909 -1.1255
P 0.6855 -4.0025 0.2788
O 1.7887 -4.6794 -0.7808
O 0.3251 -5.1054 1.2167
O -0.3298 -3.2313 -0.4871
H 3.1762 -2.7107 2.8098
H 3.2532 -4.2130 1.8674
H 1.8965 -3.9496 2.9673
H 0.1030 -2.1563 2.0349
H 3.4504 -3.7341 -0.7822
H 3.5552 0.0979 0.7048
H 1.8750 -5.5914 -0.4779
Se 5.1726 2.5281 0.6476
N 4.5781 4.1143 0.0175
C 3.2833 3.9326 -0.2655
C 2.4279 4.9159 -0.7871
C 1.1045 4.5816 -1.0339
C 0.6609 3.2909 -0.7575
N 1.4244 2.3189 -0.2575
C 2.7157 2.6127 -0.0135
N 3.5657 1.7064 0.4778
H 2.8174 5.9072 -0.9844
H 0.4095 5.3088 -1.4345
H -0.3818 3.0407 -0.9421
S -3.3652 -2.1972 0.9283
C -2.1625 -2.2973 1.8481
Cl -4.3227 -1.2721 -2.6151
C -4.7720 0.1598 -1.6649
C -3.8286 0.6980 -0.8243
C -4.2506 1.7984 -0.1107
Cl -3.1060 2.5577 1.0069
C -5.5224 2.3546 -0.2086
Cl -5.9960 3.7464 0.7209
C -6.4408 1.7689 -1.0794
Cl -8.0384 2.4258 -1.2340
C -6.0659 0.6527 -1.8224
Cl -7.2111 -0.0791 -2.9057

(4)
31
Properties=species:S:1:pos:R:3 method="wB97M-V/def2-TZVPD" e_lumo_ev=2.826 total_energy_ha=-3018.29403 homo_ev=-3.244 charge=-1
C 0.2080 -1.7490 -2.4950
C -1.1194 -1.8374 -1.9713
C -1.0450 -2.4190 -0.6640
C 0.3442 -2.6999 -0.3842
C 1.1100 -2.2855 -1.5206
Ga 0.0139 -0.2229 -0.3037
C -0.7971 1.2697 -1.4590
C 0.6011 1.5008 -1.9820
C 0.9100 2.1658 -3.1522
N 1.4753 0.7977 -1.2323
H -1.8966 -2.8161 -0.1232
H -2.0392 -1.5935 -2.4975
H 0.7097 -3.3498 0.4028
H 2.1682 -2.4840 -1.6771
H 0.4765 -1.4200 -3.4997
H -1.5575 1.0591 -2.2128
H 2.4795 0.9797 -1.3024
H -1.1411 1.9360 -0.6491
H 0.0903 2.4884 -3.7801
H 1.9490 2.1677 -3.4753
F -1.0397 -1.8409 2.1134
C -0.6313 -0.5820 2.4665
C -0.0785 0.2946 1.5383
C 0.3163 1.5767 1.9222
F 0.8329 2.4742 1.0295
C 0.1710 1.9923 3.2379
F 0.5621 3.2423 3.5845
C -0.3903 1.1021 4.1661
F -0.5409 1.5012 5.4505
C -0.7985 -0.1906 3.7896
F -1.3430 -1.0577 4.6803